16
Properties=species:S:1:pos:R:3:forces:R:3:mulliken_charge:R:1 method="wB97M-V/def2-TZVPD" lumo_ev=-4.3 de_lowest_kj_mol=45.9 energy_ev=-6263.105 charge=+1 orbital_gap_ev=10.339
C -2.817 0.133 0.693 -0.62 -0.33 -0.23 -0.91
C -1.459 0.428 1.273 0.56 -0.07 -0.08 -0.55
H -2.922 0.590 -0.292 -0.10 0.04 0.05 0.27
H -3.009 -0.935 0.572 0.25 -0.04 -0.05 0.29
H -3.638 0.475 1.319 0.09 0.29 0.06 0.30
H -0.677 0.042 0.605 0.00 0.07 0.01 0.00
H -1.286 -0.045 2.236 -0.13 0.00 0.15 0.31
H -1.290 1.499 1.383 -0.01 0.03 0.06 0.29
N 2.521 -0.596 0.055 -0.08 -0.58 -0.39 -0.32
C 2.045 -0.687 -1.165 0.00 1.07 0.79 0.24
N 1.946 0.366 -1.954 -0.47 -0.94 0.11 -0.34
H 2.639 0.282 0.554 0.19 -0.28 -0.21 0.25
H 2.621 -1.473 0.547 0.14 0.27 0.37 0.27
H 1.696 -1.666 -1.463 -0.09 0.07 -0.37 0.37
H 1.207 0.365 -2.648 0.52 0.13 -0.28 0.27
H 2.423 1.220 -1.716 -0.24 0.28 -0.01 0.24